Entry 1:
Density functional theory data (ωB97M-V with the def2-TZVPD basis set) for a cluster of 3 separate species, C2H8O4 in total at a distorted geometry.

E_LUMO ... 0.369 eV
Calculated total energy ... -381.9499 Ha
SMILES ... CC(=O)O.O.O
Orbital gap ... 0.409 Eh

```
! wB97M-V def2-TZVPD RIJCOSX def2/J DEFGRID3
* xyz 0 1
O 0.245 -0.347 0.516
O -0.658 2.688 -0.203
O 1.588 0.622 -1.048
O -3.774 -1.378 0.868
C 1.121 -0.504 -0.325
C 2.354 -1.444 -0.123
H -3.230 -0.534 0.884
H -1.073 1.809 -0.126
H 1.088 1.429 -0.819
H -3.517 -1.933 1.630
H 2.883 -1.236 0.821
H -1.297 3.205 0.295
H 3.109 -1.262 -0.912
H 1.979 -2.457 -0.142
*
```



Entry 2:
Density functional theory data (ωB97M-V with the def2-TZVPD basis set) for a cluster of 5 separate species, C20H45Cl2NO6 in total.

E_LUMO ... 0.647 eV
Calculated total energy ... -2215.5404 Ha
SMILES ... C/C(Cl)=C(/Cl)NC(=O)O.CCOCC.CCOCC.CCOCC.CCOCC
Orbital gap ... 0.371 Eh

```
! wB97M-V def2-TZVPD RIJCOSX def2/J DEFGRID3
* xyz 0 1
Cl 4.697 -0.831 -4.689
Cl 4.898 -1.516 -1.607
O 3.046 -1.441 1.424
O 7.943 -0.259 -6.549
O -8.662 -0.207 3.228
O 3.108 3.366 -6.526
O 8.126 0.466 -4.415
O -2.978 -0.052 3.609
N 7.245 -1.625 -4.844
C -4.366 -0.333 3.683
C -10.881 -0.151 4.301
C -9.965 0.346 3.196
C -5.200 0.774 4.303
C -8.576 -1.616 3.109
C 7.763 -0.431 -5.382
C 3.706 -2.325 3.628
C 7.466 -2.299 -2.012
C -2.326 0.189 4.842
C 4.111 2.392 -6.750
C 3.482 4.711 -6.766
C 0.864 -0.576 2.184
C -9.148 -2.167 1.815
C 3.749 -1.185 2.625
C -2.391 -0.973 5.819
C 5.351 2.565 -5.892
C 6.141 -1.459 -3.961
C 1.659 -1.706 1.554
C 3.921 4.991 -8.193
C 6.238 -1.744 -2.664
H 7.579 -1.864 -1.019
H 2.589 5.293 -6.535
H -1.286 0.382 4.574
H 6.047 1.748 -6.092
H -8.656 -1.712 0.954
H 0.990 0.345 1.614
H -11.072 -1.222 4.227
H -1.972 -1.874 5.369
H -0.196 -0.831 2.204
H -9.813 1.421 3.300
H -1.818 -0.734 6.716
H 1.176 -0.381 3.211
H -9.041 -2.106 3.972
H -10.220 -1.982 1.728
H 8.350 -2.108 -2.615
H 7.352 -3.380 -1.891
H -4.933 0.955 5.345
H 4.258 5.028 -6.060
H 4.386 2.355 -7.810
H 4.097 -3.241 3.182
H -11.842 0.361 4.243
H 5.872 3.500 -6.101
H 6.990 -2.200 -5.644
H 3.395 -0.257 3.089
H 3.633 1.440 -6.516
H -10.441 0.047 5.280
H -7.508 -1.835 3.159
H 2.694 -2.526 3.979
H -5.066 1.706 3.753
H -10.428 0.185 2.215
H 1.311 -1.877 0.535
H 5.083 2.557 -4.832
H 7.373 1.030 -4.190
H 4.822 4.438 -8.462
H 4.315 -2.075 4.497
H -8.995 -3.246 1.773
H -4.674 -0.489 2.649
H -2.707 1.104 5.311
H -4.538 -1.279 4.211
H -6.256 0.500 4.270
H 1.496 -2.640 2.105
H 4.138 6.053 -8.311
H 4.778 -1.009 2.312
H -3.413 -1.194 6.128
H 3.133 4.716 -8.896
*
```



Entry 3:
Density functional theory data (ωB97M-V with the def2-TZVPD basis set) for a cluster of 13 separate species, C19H64N6O13 in total at a distorted geometry.

E_LUMO ... -0.257 eV
Calculated total energy ... -2068.6072 Ha
Orbital gap ... 0.315 Eh

```
! wB97M-V def2-TZVPD RIJCOSX def2/J DEFGRID3
* xyz 0 1
O 18.749 -1.029 -3.258
O 17.739 1.675 -0.924
O 20.037 2.980 0.151
O 16.235 5.204 -0.765
O 14.545 0.385 1.588
O 21.775 0.307 1.639
O 16.354 4.307 -4.788
O 15.572 -2.759 -0.015
O 15.519 1.681 -5.266
O 19.458 2.271 -3.873
O 13.697 -0.390 -3.062
O 19.034 6.386 -2.912
O 15.590 -1.295 -5.470
N 19.177 6.992 -5.280
N 16.571 -0.661 0.222
N 16.690 3.206 -2.388
N 17.046 1.158 -3.079
N 15.967 -1.232 -1.841
N 18.965 4.900 -4.675
C 19.016 -1.639 -2.022
C 19.134 6.153 -4.319
C 16.889 -1.132 -5.792
C 21.102 -0.327 0.823
C 15.392 5.076 -4.584
C 21.589 -1.741 0.641
C 20.372 1.429 -3.254
C 14.316 4.484 -3.747
C 13.906 1.090 0.796
C 13.310 0.923 -3.147
C 17.114 1.998 -2.112
C 19.716 -0.208 1.417
C 14.588 1.391 -6.200
C 15.852 6.387 -4.082
C 20.237 3.741 -0.974
C 17.382 5.324 -0.013
C 16.051 -1.582 -0.575
C 12.816 0.309 0.163
C 14.702 1.924 -0.135
H 19.415 3.558 -1.635
H 14.310 2.855 -0.452
H 12.651 1.164 -3.986
H 14.071 1.710 -3.346
H 16.919 0.319 -0.053
H 15.686 2.595 -5.284
H 12.156 1.010 -0.308
H 20.076 -1.776 -1.826
H 21.095 0.089 -0.219
H 19.038 4.204 -3.965
H 19.096 0.605 0.990
H 21.530 1.256 1.648
H 21.689 -2.373 1.460
H 13.479 5.179 -3.827
H 20.976 -2.289 -0.030
H 18.902 4.597 -5.609
H 16.439 -0.342 -2.115
H 16.747 3.934 -1.577
H 18.461 -2.615 -1.889
H 13.926 3.594 -4.318
H 16.382 6.185 -3.073
H 19.595 -0.044 2.454
H 19.551 2.231 -0.115
H 16.148 3.605 -3.123
H 18.868 -0.985 -1.117
H 14.967 7.086 -4.053
H 17.377 -0.351 -5.208
H 16.742 -0.936 1.216
H 19.875 1.107 -2.325
H 13.448 1.731 1.544
H 18.643 1.814 -3.777
H 20.574 0.622 -4.015
H 15.709 2.223 0.239
H 15.684 6.037 -0.662
H 17.867 4.375 0.346
H 20.204 4.833 -0.825
H 17.168 5.859 0.944
H 17.169 4.779 -4.800
H 22.574 -1.711 0.171
H 19.109 -1.145 1.180
H 19.159 8.045 -5.228
H 18.233 5.794 -0.570
H 15.942 -2.069 -2.536
H 16.584 1.401 -3.943
H 14.155 2.284 -6.617
H 16.581 6.857 -4.708
H 15.217 -0.434 -5.458
H 16.871 -0.757 -6.783
H 14.540 4.286 -2.657
H 14.928 1.312 -0.955
H 17.608 0.251 -2.972
H 12.889 1.237 -2.286
H 19.456 6.752 -6.288
H 19.290 -1.517 -3.902
H 21.171 3.363 -1.446
H 21.271 1.899 -2.909
H 15.075 -0.166 1.015
H 17.355 -2.144 -5.739
H 15.025 0.756 -6.971
H 13.710 0.733 -5.891
H 14.848 5.293 -5.512
H 14.575 -0.472 -2.566
H 13.179 -0.395 -0.536
H 12.207 -0.312 0.881
*
```



Entry 4:
Density functional theory data (ωB97M-V with the def2-TZVPD basis set) for a structure of composition C2H7N4O2 at a distorted geometry.

E_LUMO (spin up / spin down) ... -5.680 / -5.644 eV
Calculated total energy ... -449.3934 Ha
Orbital gap (spin up / spin down) ... 0.301 / 0.297 Eh

```
! wB97M-V def2-TZVPD RIJCOSX def2/J DEFGRID3
* xyz 1 1
O -0.737 -1.881 1.936
O -0.204 -0.310 2.745
N -0.856 -1.443 0.740
N 1.538 0.471 -0.332
N -0.157 0.403 -1.881
N -0.504 0.416 1.804
C 0.270 0.868 -0.669
C -0.997 -0.045 0.633
H -0.170 -1.896 0.180
H 2.101 -0.164 -0.889
H 1.901 0.693 0.554
H -0.138 1.848 -0.187
H -0.505 1.020 -2.617
H 0.470 -0.267 -2.206
H -2.011 0.288 0.189
*
```



Entry 5:
Density functional theory data (ωB97M-V with the def2-TZVPD basis set) for an isolated molecule of C5H11NO2 at a distorted geometry.

E_LUMO ... -3.059 eV
Calculated total energy ... -402.0986 Ha
Orbital gap ... 0.206 Eh

```
! wB97M-V def2-TZVPD RIJCOSX def2/J DEFGRID3
* xyz 0 1
O -2.287 0.804 1.062
O -1.759 -0.170 -1.112
N -0.959 -1.246 0.801
C 1.388 -0.623 0.419
C 1.465 0.622 -0.485
C 0.217 -1.499 -0.016
C -2.111 -0.370 0.327
C 0.407 1.683 -0.269
H 1.257 -0.047 1.247
H -0.936 -0.867 -1.262
H 1.346 0.210 -1.495
H 0.850 2.556 0.206
H 0.502 -2.474 -0.306
H -0.465 1.227 0.269
H 0.064 1.923 -1.296
H -3.090 -0.950 0.110
H 2.389 1.139 -0.515
H 2.383 -1.081 0.609
H -0.662 -0.835 1.705
*
```



Entry 6:
Density functional theory data (ωB97M-V with the def2-TZVPD basis set) for a structure of composition C27H31N10O5STa at a distorted geometry.

E_LUMO ... -5.973 eV
Calculated total energy ... -2426.2061 Ha
Orbital gap ... 0.248 Eh

```
! wB97M-V def2-TZVPD RIJCOSX def2/J DEFGRID3
* xyz 2 1
Ta -0.029 0.069 0.027
S -1.077 -1.272 -1.835
O -0.558 -0.692 1.751
O 1.624 0.859 0.344
O -1.523 -0.226 4.153
O -3.604 1.776 1.042
O -1.891 0.737 0.071
N -6.089 2.983 -0.838
N -0.952 1.293 -2.754
N -5.077 1.242 -1.942
N 0.789 -2.050 0.299
N -2.473 -0.079 -3.751
N 1.985 -0.856 -1.846
N 0.303 -2.748 1.393
N -0.379 2.661 0.952
N -3.964 3.246 -1.713
N 0.044 1.388 -1.780
C 0.880 2.350 -1.972
C 2.252 -2.145 -1.594
C -2.292 -3.479 5.613
C -1.745 -4.343 4.668
C -1.477 0.104 -2.825
C 1.591 -2.727 -0.438
C -1.611 -1.573 4.307
C -1.137 -3.816 3.553
C 4.179 3.421 0.445
C -2.520 1.814 0.529
C 2.615 -0.295 -2.866
C -1.062 -2.431 3.344
C 3.784 -2.307 -3.413
C 3.522 -0.976 -3.674
C 3.133 -2.908 -2.344
C -3.642 4.711 0.310
C -5.035 2.490 -1.483
C 2.357 1.941 0.011
C 2.775 3.807 -1.458
C 2.000 2.686 -1.125
C -2.248 4.365 0.843
C -3.812 4.618 -1.210
C -2.224 -2.112 5.435
C 3.854 4.175 -0.680
C -1.659 3.053 0.342
C 3.436 2.305 0.798
C -0.404 -1.958 2.131
H 4.445 5.040 -0.945
H -0.493 2.598 1.962
H -4.279 0.824 -2.395
H -2.681 -1.036 -3.993
H 0.728 2.956 -2.864
H -2.956 5.045 -1.733
H -3.865 5.739 0.601
H -0.707 -4.469 2.806
H -4.376 4.076 0.803
H -3.197 2.820 -2.214
H 4.006 -0.458 -4.490
H 3.686 1.709 1.664
H 5.025 3.707 1.056
H -6.079 3.909 -0.449
H -1.797 -5.412 4.808
H 4.479 -2.867 -4.021
H 2.514 4.384 -2.337
H -1.552 5.161 0.561
H -4.673 5.204 -1.539
H -2.642 -1.444 6.178
H -2.432 0.549 -4.543
H -5.844 0.637 -1.706
H 3.306 -3.945 -2.090
H -2.773 -3.876 6.496
H -1.931 0.193 4.919
H 0.330 3.369 0.790
H -1.463 3.126 -0.734
H 1.799 -3.753 -0.152
H 2.393 0.745 -3.070
H -2.285 4.357 1.935
H -6.879 2.401 -0.620
*
```